Record 1
C36H40FN3O25S2 | ωB97M-V/def2-TZVPD

Calculated values
**Max |F|**: 11.4 eV/Å
**E_HOMO**: -8.15 eV
**E**: -118019.115 eV
**Net charge**: 0

The geometry in XYZ format:
```
107
Properties=species:S:1:pos:R:3:forces:R:3
C 0.608439 -0.162187 2.954374 0.8 0.1 0.0
C 1.710296 0.275722 3.186010 -1.2 0.3 -0.2
C 2.814606 1.145151 3.431709 0.6 -0.1 -0.1
C 3.322138 1.938655 2.330906 -0.5 -0.1 -0.2
C 2.695166 1.729727 0.976506 0.4 -0.6 -0.3
C 3.245674 0.438516 0.321141 0.2 0.2 0.5
C 4.489191 0.699448 -0.499105 0.0 -0.3 0.0
F 5.347688 -0.403886 -0.428630 0.0 0.0 -0.2
C 4.323153 2.830603 2.527760 0.2 0.1 -0.4
N 4.790152 3.662060 1.434493 -0.1 0.6 0.3
C 3.972284 4.533964 1.180029 -0.7 -0.5 0.1
O 3.090126 5.255987 0.941007 0.8 0.3 -0.2
C 4.898424 2.985025 3.817286 -0.3 -0.3 -0.6
N 5.861990 3.819505 4.162716 0.4 0.2 0.7
S 6.114127 3.556544 5.746867 0.0 0.1 -0.5
N 5.045837 2.405927 6.017061 -0.1 -0.1 0.4
C 4.410144 2.168855 4.873446 0.5 0.3 0.3
C 3.361968 1.240592 4.681341 -0.6 -0.6 0.1
S 2.846097 0.303220 6.062913 0.2 0.1 0.5
H -0.360121 -0.508802 2.685179 -0.1 -0.1 0.1
H 1.625108 1.617617 1.036362 -0.2 0.2 0.3
H 2.900582 2.560740 0.311648 -0.1 0.2 -0.1
H 2.475008 -0.058791 -0.261642 0.0 0.0 -0.1
H 3.536753 -0.245513 1.116527 0.0 -0.2 0.0
H 5.061166 1.550990 -0.139885 0.0 0.2 0.1
H 4.220985 0.831335 -1.545941 0.1 0.1 -0.1
H 1.785953 -0.294369 5.507269 0.0 0.1 -0.2
C -3.634258 1.629153 -0.108375 -0.7 -0.2 -0.1
C -3.700042 2.281580 1.250347 0.0 0.0 0.1
O -2.326129 2.152786 1.692490 0.0 0.2 -0.2
C -1.550420 2.031639 0.598693 -0.2 -0.2 0.2
O -0.356611 2.051785 0.600187 0.1 0.1 0.1
O -2.282300 1.860391 -0.508430 0.0 0.0 -0.2
H -4.320053 2.065022 -0.828829 0.1 0.0 -0.1
H -3.807751 0.555402 -0.059407 0.0 0.0 0.0
H -3.962743 3.339925 1.206481 0.1 0.0 0.0
H -4.374575 1.774054 1.932781 0.2 -0.1 0.1
C -1.665306 -1.636677 0.091212 0.3 0.1 -0.2
C -1.822804 -3.138640 0.073309 0.0 0.0 -0.2
O -1.860513 -3.458473 1.476473 0.0 0.0 -0.1
C -2.267403 -2.359489 2.149748 -0.1 0.0 -0.1
O -2.562641 -2.354016 3.304548 0.0 0.0 0.0
O -2.296581 -1.282578 1.339403 0.1 -0.1 0.0
H -2.164691 -1.155344 -0.741046 -0.1 0.1 0.2
H -0.619738 -1.322966 0.128059 0.0 0.0 0.1
H -2.764227 -3.452346 -0.379931 0.0 0.1 0.0
H -0.999696 -3.652202 -0.415522 0.1 -0.1 0.2
C -3.137830 -0.845562 -5.368992 0.1 0.0 -0.1
C -1.887690 -1.504824 -4.820358 0.2 -0.1 -0.3
O -2.049033 -1.301643 -3.412558 0.2 0.0 0.0
C -3.355119 -1.137585 -3.146699 0.2 -0.1 0.1
O -3.784188 -1.132947 -2.031237 -0.5 0.1 -0.2
O -4.070751 -0.996807 -4.276716 0.1 0.0 0.0
H -3.524301 -1.324239 -6.264130 -0.2 -0.1 0.1
H -2.996586 0.218674 -5.561661 0.0 0.0 0.1
H -1.864979 -2.579247 -5.014321 -0.1 0.0 0.0
H -0.952099 -1.054752 -5.156200 -0.4 0.0 0.2
C 4.618587 0.507644 -4.404814 0.0 -0.1 0.1
C 4.828319 0.881316 -5.858602 0.4 0.0 0.1
O 4.497505 -0.333151 -6.536596 8.8 -0.9 3.8
C 3.676157 -1.057601 -5.733662 0.2 -0.6 2.9
O 3.088517 -2.030007 -6.076162 2.3 -6.8 2.4
O 3.619784 -0.512344 -4.496367 1.5 -0.5 1.8
H 4.264189 1.336383 -3.798302 -0.2 -0.1 0.0
H 5.516468 0.087956 -3.947935 0.0 0.0 0.0
H 4.141968 1.663501 -6.189051 -0.1 0.0 0.0
H 5.848038 1.181450 -6.084177 0.0 -0.1 -0.1
C 1.767087 0.078171 -8.507584 0.1 -0.1 0.2
C 2.939787 -0.498638 -7.736837 -2.2 1.2 -5.5
O 2.607596 -0.153724 -6.385671 -7.5 7.2 -4.8
C 1.272685 0.015446 -6.306705 -1.6 0.0 0.3
O 0.667074 0.130713 -5.287425 0.4 0.1 -0.2
O 0.712390 0.024291 -7.536182 0.0 0.1 0.5
H 1.501380 -0.499407 -9.388121 -0.1 -0.1 0.1
H 1.924215 1.118754 -8.794236 -0.1 0.0 0.0
H 3.002812 -1.584505 -7.813770 -0.2 0.6 -0.3
H 3.896128 -0.065395 -8.015012 -1.5 0.1 -1.4
C -1.586422 -5.931641 4.411699 0.0 0.1 0.0
C -0.890322 -6.220367 3.098010 -0.1 0.1 -0.1
O 0.232667 -7.004231 3.513568 -0.1 0.0 0.0
C -0.067762 -7.581809 4.702359 0.0 0.0 0.0
O 0.583254 -8.421372 5.230519 0.0 0.0 0.0
O -1.217238 -7.066773 5.203398 0.0 0.0 0.0
H -2.666890 -5.864688 4.322303 0.0 -0.1 0.1
H -1.212172 -5.026448 4.891483 0.0 0.0 0.0
H -1.504273 -6.818832 2.421885 0.0 0.0 0.0
H -0.564721 -5.321615 2.585049 0.2 0.0 0.0
C -6.745732 -2.568130 3.557420 0.0 -0.1 0.1
C -5.707774 -1.718595 4.265419 0.0 -0.2 0.2
O -5.373226 -0.760973 3.258505 0.0 0.0 0.0
C -6.404507 -0.669942 2.392492 0.2 0.0 0.0
O -6.479328 0.156520 1.540342 -0.1 0.1 -0.1
O -7.314950 -1.640950 2.622233 0.0 0.0 0.0
H -7.512884 -2.957040 4.221040 -0.1 0.1 -0.1
H -6.299447 -3.393940 3.000996 0.0 0.0 0.0
H -6.117195 -1.191474 5.128627 0.0 0.0 0.0
H -4.823549 -2.272609 4.568238 0.1 0.1 -0.2
C -1.369518 5.757189 1.544040 0.0 0.0 -0.1
C -0.095784 5.123041 2.060772 0.2 -0.1 -0.2
O -0.279550 5.184700 3.481507 -0.1 0.1 -0.1
C -1.606413 5.250125 3.734767 0.0 -0.1 0.0
O -2.101341 5.147783 4.808275 0.0 0.0 0.0
O -2.303265 5.455805 2.584874 0.0 0.0 0.0
H -1.704226 5.338447 0.597162 -0.1 -0.1 0.1
H -1.288467 6.841328 1.444245 0.0 0.0 0.0
H 0.000805 4.076194 1.766165 0.0 0.0 0.0
H 0.797667 5.662737 1.763154 0.0 0.1 0.2
```
Positions in Å, forces in eV/Å.

Record 2
C36H40IrN8O3S | ωB97M-V/def2-TZVPD

Calculated values
**<S²>**: 0.7674
**Max |F|**: 3.5 eV/Å
**E_HOMO (alpha / beta)**: -18.42 / -18.43 eV
**E**: -69676.694 eV
**Net charge**: +4
**Multiplicity**: 2
**ΔE to the lowest compared entry with this formula, charge and spin**: 119.17 kcal/mol

The geometry in XYZ format:
```
89
Properties=species:S:1:pos:R:3:forces:R:3
Ir 0.183263 0.185614 0.380627 0.3 -0.5 2.3
C -0.715752 -3.242446 -4.050999 -0.3 -0.1 -0.2
N 0.227707 -2.619817 -3.123724 0.2 0.2 0.5
C 1.626469 -2.659038 -3.547762 0.3 0.0 -0.1
C -0.119104 -2.009495 -2.012908 -0.7 -0.3 -0.6
O 0.715784 -1.401730 -1.284757 0.3 1.4 1.1
C -1.586392 -2.026691 -1.610527 0.1 0.1 -0.3
O -1.795417 -1.295061 -0.413600 0.1 0.0 0.1
C -2.305674 -2.040615 0.677015 0.0 0.1 0.3
C -1.221137 -2.284889 1.722725 -1.2 -0.4 0.0
O -0.095624 -1.733835 1.571234 1.1 1.3 -0.7
N -1.510567 -3.039663 2.758524 0.6 0.3 -0.3
C -2.839569 -3.583030 3.029820 -0.5 -0.1 0.0
C -0.521218 -3.280245 3.809124 0.2 0.0 0.3
H -0.258075 -4.128481 -4.485152 0.0 0.0 0.1
H -0.952554 -2.556596 -4.866525 0.0 0.0 0.1
H -1.638731 -3.547321 -3.567299 0.0 0.0 0.0
H 1.882318 -3.676225 -3.838541 -0.1 0.0 0.0
H 2.276047 -2.353311 -2.734456 0.0 0.0 0.0
H 1.783973 -2.010733 -4.412043 -0.1 0.0 0.0
H -1.913650 -3.062289 -1.499315 0.0 0.0 0.0
H -2.175898 -1.554746 -2.400954 0.0 -0.1 0.0
H -2.722629 -2.991800 0.342722 0.0 0.1 0.0
H -3.110424 -1.457425 1.133679 0.0 -0.1 0.0
H -3.387241 -3.836155 2.126112 0.1 0.0 0.0
H -3.427894 -2.864741 3.604340 0.0 0.0 0.0
H -2.741589 -4.487679 3.624645 0.1 0.0 -0.1
H 0.440314 -2.867406 3.523905 0.0 0.0 0.0
H -0.416042 -4.351517 3.975034 0.0 0.0 -0.1
H -0.860918 -2.823928 4.739760 0.0 0.0 0.0
N -2.553025 2.220157 1.327583 -0.2 0.0 0.4
C -2.275526 2.279384 -0.009296 -0.1 0.1 -0.2
C -3.178614 3.013547 -0.798473 0.1 0.0 -0.1
C -2.987764 3.110907 -2.153273 0.1 -0.1 0.1
C -1.877511 2.476858 -2.718901 0.0 0.0 0.1
C -1.033766 1.787384 -1.891647 0.0 0.0 -0.5
N -1.213187 1.676099 -0.551368 1.1 -0.9 -0.3
C -1.963339 1.605140 2.400970 -0.1 0.1 -0.2
C -2.616846 1.737264 3.636665 0.1 -0.1 0.2
C -2.104380 1.126993 4.756284 -0.1 0.0 -0.2
C -0.927504 0.386858 4.631037 0.2 0.1 -0.2
C -0.327784 0.318377 3.400793 0.3 -0.3 0.7
N -0.826829 0.903666 2.290414 0.9 -0.4 -1.7
H -3.385080 2.732953 1.581808 0.0 0.0 0.0
H -4.023540 3.501646 -0.330835 0.0 0.0 0.1
H -3.685435 3.663381 -2.768144 0.0 0.0 0.0
H -1.694740 2.520720 -3.782553 0.1 0.0 0.0
H -0.160982 1.293367 -2.294162 0.1 0.0 0.1
H -3.527658 2.317378 3.704818 0.0 0.0 -0.1
H -2.605350 1.215684 5.710948 0.0 0.0 0.0
H -0.474531 -0.102010 5.480988 0.1 0.0 0.0
H 0.589053 -0.237202 3.281898 -0.1 0.0 0.0
N 6.314318 -0.150858 4.781521 0.0 0.0 0.0
C 5.417461 -0.021459 4.076365 0.1 0.0 0.1
C 4.295092 0.122122 3.202129 -0.1 0.0 -0.1
C 3.584131 1.322988 3.140690 0.0 -0.2 -0.1
C 2.499811 1.405539 2.289983 -0.3 0.6 0.0
N 2.107537 0.372407 1.538158 -1.2 -0.9 -0.9
C 2.789537 -0.781853 1.586269 0.2 -0.3 0.0
C 3.889991 -0.949070 2.402584 -0.1 0.2 0.0
H 3.869524 2.168394 3.750973 0.0 0.1 0.0
H 1.924208 2.319745 2.219873 0.0 0.0 0.0
H 2.430672 -1.593476 0.965591 0.0 0.0 0.0
H 4.417411 -1.892202 2.428504 0.0 0.0 0.0
N 1.851173 1.003219 -1.245792 -3.4 -0.8 -0.6
S 3.293163 1.598715 -1.639172 2.5 0.7 0.4
C 3.501882 1.180093 -3.394315 -0.5 0.0 0.8
C 2.630415 1.708680 -4.336542 -0.1 -0.1 -0.2
C 2.824051 1.342951 -5.659800 -0.2 0.2 0.1
C 3.856474 0.479003 -6.011780 0.0 -0.1 0.0
C 4.709517 -0.039290 -5.045851 0.0 0.1 0.1
C 4.534415 0.312450 -3.713686 0.2 -0.2 0.1
C 3.140187 3.371939 -1.592946 -0.2 -0.1 0.0
C 2.021551 3.984925 -1.043227 0.0 -0.3 -0.3
C 1.973713 5.368343 -1.039540 0.1 0.2 0.1
C 3.048402 6.110218 -1.522956 -0.1 0.0 0.0
C 4.162301 5.476376 -2.061542 0.0 0.0 0.2
C 4.227004 4.093307 -2.078243 -0.1 -0.2 -0.1
H 1.814731 0.036565 -1.613510 0.2 0.4 0.1
H 1.845382 2.401989 -4.061989 0.0 0.0 0.0
H 2.167264 1.748074 -6.417811 0.1 0.0 -0.1
H 4.004660 0.218897 -7.051431 0.0 0.0 0.0
H 5.518857 -0.701950 -5.319065 0.0 0.0 0.0
H 5.210639 -0.062035 -2.955893 0.0 0.0 0.0
H 1.207236 3.386674 -0.655461 -0.1 0.0 0.0
H 1.101682 5.873211 -0.647906 0.0 0.0 0.1
H 3.023221 7.189834 -1.462468 0.0 0.0 -0.1
H 4.990336 6.055376 -2.445629 0.0 0.0 0.0
H 5.100614 3.591394 -2.476613 0.0 0.0 0.0
```
Positions in Å, forces in eV/Å.

Record 3
C36H40N5NiO4STe | ωB97M-V/def2-TZVPD

Calculated values
**<S²>**: 3.7629
**Max |F|**: 1.0 eV/Å
**E_HOMO (alpha / beta)**: -6.21 / -7.21 eV
**E**: -112792.643 eV
**Net charge**: 0
**Multiplicity**: 4
**ΔE to the lowest compared entry with this formula, charge and spin**: 43.86 kcal/mol

The geometry in XYZ format:
```
88
Properties=species:S:1:pos:R:3:forces:R:3
Ni -1.212750 -1.112647 1.523889 0.4 -0.9 -0.3
N -2.082034 -2.661394 0.157799 -0.1 0.1 0.1
C -3.007328 -3.461582 0.915931 0.1 0.1 -0.1
C -3.915060 -4.328531 0.349441 0.0 0.0 0.0
C -4.753882 -5.108393 1.149931 0.1 0.1 0.1
C -4.630100 -5.024370 2.523317 0.0 0.0 -0.1
C -3.715054 -4.149027 3.108975 -0.1 0.0 0.2
C -3.558682 -4.008837 4.544940 -0.1 0.0 -0.1
C -2.635474 -3.195192 5.057608 0.0 -0.1 -0.1
C -1.721143 -2.419990 4.176730 0.0 0.0 0.0
N -2.030054 -2.394876 2.815202 0.1 -0.3 0.2
C -2.914712 -3.318569 2.314125 0.0 0.2 0.0
H -2.367352 -2.514162 -0.803497 -0.1 0.0 0.0
H -1.154892 -3.079968 0.115331 0.0 -0.1 0.0
H -3.954829 -4.417324 -0.730779 0.0 0.0 0.0
H -5.463513 -5.786853 0.698119 0.0 0.0 0.0
H -5.245878 -5.641454 3.167787 0.0 0.0 0.0
H -4.209086 -4.578465 5.199184 0.0 0.0 0.0
H -2.516299 -3.069986 6.125881 0.1 -0.1 0.0
H -0.660200 -2.621448 4.381077 0.0 0.1 0.0
O -1.812684 -0.981174 4.790029 0.0 0.3 -0.1
C -1.039644 -0.052409 4.334562 0.1 -0.2 0.1
N -0.249054 -0.151238 3.294404 -0.6 0.7 0.0
S 0.423458 1.377941 2.978115 -0.2 -0.7 0.2
O 1.841433 1.277923 2.929084 0.1 0.1 -0.1
O -0.324177 1.975198 1.909628 0.1 0.1 -0.1
C -0.150797 2.114127 4.476499 0.2 0.4 0.0
C 0.100735 3.374220 4.981121 -0.1 -0.1 0.0
C -0.573309 3.721689 6.146316 0.0 0.1 0.0
C -1.458155 2.842851 6.766620 0.0 -0.1 -0.1
C -1.690396 1.575171 6.242333 0.0 0.2 0.1
C -1.015084 1.237694 5.086335 0.0 -0.5 -0.2
H 0.788321 4.053240 4.496446 0.0 0.0 0.0
H -0.404561 4.698436 6.580828 0.0 0.0 0.0
H -1.965507 3.148782 7.671381 0.0 0.0 0.0
H -2.365624 0.876705 6.716888 0.0 0.0 0.0
N -2.638469 0.252677 1.107880 -0.1 0.4 0.1
H -3.370242 0.311129 1.807649 0.0 0.0 0.0
H -3.066259 0.061987 0.209665 0.0 0.0 0.0
H -2.170308 1.154256 1.055889 0.0 0.0 0.0
C 1.822128 -2.102182 1.638957 -0.1 0.1 0.1
C 1.393647 -1.481220 0.310691 0.1 -0.2 -0.1
O 2.226722 -1.600786 -0.627794 0.1 0.0 0.1
N 0.223048 -0.892716 0.197009 0.4 0.3 -0.2
Te 0.280807 -0.290927 -2.051646 -0.4 0.0 0.0
C 1.112355 -0.238580 -4.098248 0.1 -0.1 0.0
C 1.862682 -1.305048 -4.592522 0.0 0.0 0.0
C 2.288869 -2.495411 -3.769230 0.0 0.0 0.0
C 2.276030 -1.283436 -5.927740 0.0 0.0 0.0
C 1.966301 -0.238470 -6.777701 0.0 0.0 0.0
C 2.418802 -0.234476 -8.212920 0.0 0.0 0.0
C 1.213030 0.814364 -6.266794 0.0 0.0 0.0
C 0.780444 0.831442 -4.948054 0.0 0.1 0.1
C -0.015595 2.022263 -4.477487 0.0 0.0 0.0
C 1.266330 1.508634 -1.529996 0.0 0.0 0.0
C 2.649557 1.650234 -1.693561 0.0 0.0 0.0
C 3.564473 0.601974 -2.270414 0.0 0.0 0.0
C 3.239049 2.865841 -1.343813 0.0 0.0 0.0
C 2.509485 3.934088 -0.854430 0.0 0.0 0.0
C 3.176345 5.222648 -0.457155 0.0 0.0 0.0
C 1.135857 3.778573 -0.735609 0.0 0.0 0.0
C 0.500537 2.591393 -1.071238 0.0 0.0 0.1
C -1.002344 2.590130 -0.975351 0.0 0.1 0.0
H 2.541996 -2.894785 1.449626 0.0 0.0 0.0
H 0.980318 -2.502998 2.210262 0.0 0.0 0.0
H 2.300695 -1.337693 2.252330 0.0 0.0 0.0
H 1.887459 -2.497362 -2.759018 0.0 0.0 0.0
H 3.377066 -2.514204 -3.670124 0.0 0.0 0.0
H 1.995254 -3.421915 -4.267395 0.0 0.0 0.0
H 2.863224 -2.116779 -6.302526 0.0 0.0 0.0
H 3.021864 -1.113693 -8.437938 0.0 0.0 0.0
H 3.018538 0.649760 -8.436554 0.0 0.0 0.0
H 1.566685 -0.228713 -8.895523 0.0 0.0 0.0
H 0.951842 1.645428 -6.915252 0.0 0.0 0.0
H -0.331560 2.627228 -5.327549 0.0 0.0 0.0
H 0.573229 2.654812 -3.809567 0.0 0.0 0.0
H -0.908251 1.722076 -3.924739 0.0 0.0 0.0
H 3.153555 -0.397830 -2.215811 0.0 0.0 0.0
H 4.506191 0.595469 -1.719851 0.0 0.0 0.0
H 3.783317 0.839111 -3.315234 0.0 0.0 0.0
H 4.313596 2.966251 -1.458916 0.0 0.0 0.0
H 4.234038 5.216251 -0.718459 0.0 0.0 0.0
H 3.101286 5.387456 0.619846 0.0 0.0 0.0
H 2.709863 6.077229 -0.950300 0.0 0.0 0.0
H 0.534588 4.604991 -0.368035 0.0 0.0 0.0
H -1.316271 3.153110 -0.093886 0.0 0.0 -0.1
H -1.422045 1.589481 -0.928498 0.0 0.0 0.0
H -1.436389 3.072850 -1.854506 0.0 0.0 0.0
```
Positions in Å, forces in eV/Å.

> Which formula does entry 2 have?

C36H40IrN8O3S